Computed, not measured: C20H21BrN4O4W as an isolated structure in a non-equilibrium geometry, with wB97M-V/def2-TZVPD.

```
51
Properties=species:S:1:pos:R:3:nbo_charge:R:1
H -1.805 0.574 -4.480 0.302
C 6.124 2.198 1.672 -0.183
H 0.181 4.013 -1.805 0.274
O -1.735 -3.427 0.222 -0.658
H -1.999 -0.219 2.687 0.427
Br 1.990 2.002 -0.297 -0.026
H -5.984 -4.449 1.180 0.241
H -1.231 -2.688 -0.130 0.473
N 0.229 0.109 -2.435 -0.179
H -1.093 3.893 -3.021 0.284
C 6.505 1.583 0.487 -0.164
H -2.196 -0.666 -3.293 0.290
C 4.276 0.683 1.851 -0.015
H 0.621 -1.644 1.358 0.275
C 5.778 0.510 -0.013 -0.188
C 0.817 -0.582 1.505 -0.371
C -0.843 0.817 -2.624 0.347
O 0.169 -1.118 -3.030 -0.499
H 0.459 3.082 -3.314 0.262
C -2.369 -0.582 0.673 0.240
N -1.278 2.212 -0.605 0.014
H 1.086 -1.365 -3.233 0.514
H 3.111 0.162 3.679 0.313
H 7.386 1.927 -0.038 0.241
H 6.096 0.015 -0.921 0.234
H -6.648 -2.072 1.409 0.242
C -4.681 -1.348 0.991 -0.148
C 4.658 0.059 0.664 -0.228
C -5.249 -3.667 1.042 -0.123
C 1.972 -0.172 2.062 0.355
C -2.019 0.402 -3.420 -0.706
N -1.502 -0.534 1.858 -0.460
N -0.380 0.254 1.572 -0.331
C -3.351 -1.678 0.697 -0.253
H -3.655 -5.048 0.603 0.248
C 3.085 0.214 2.587 -0.231
C -5.627 -2.332 1.173 -0.230
H -2.894 0.989 -3.151 0.265
H 6.701 3.024 2.066 0.244
C -3.950 -4.014 0.724 -0.278
O -1.396 3.221 0.059 -0.252
H -2.863 0.378 0.496 0.190
H 4.726 2.212 3.299 0.233
C 5.015 1.744 2.366 -0.201
O -1.343 -0.670 -0.433 -0.695
C -2.992 -3.025 0.546 0.421
C -0.777 2.134 -1.863 0.046
H 4.107 -0.800 0.300 0.213
C -0.267 3.353 -2.550 -0.659
W -0.007 0.639 -0.259 1.672
H -4.958 -0.304 1.091 0.218
```

HOMO energy (alpha / beta) = -13.89 / -13.89 eV
Frontier orbital gap (alpha / beta) = 4.309 / 4.309 eV
Net charge = +2
Spin multiplicity = 1